(1)
49
Properties=species:S:1:pos:R:3:nbo_charge:R:1 method="wB97M-V/def2-TZVPD" total_energy_ha=-6027.8775 gap_ev=5.60 max_force_ev_per_a=0.74 de_lowest_kj_mol=59.3 charge=-1
Pd 1.02678 0.07996 0.95063 0.506
O -0.82828 2.91768 -1.99404 -0.757
C -0.40210 2.70792 -0.63801 -0.072
C 0.96908 3.31539 -0.35937 -0.165
C 0.96991 4.78519 -0.81505 -0.049
O -0.05812 5.59139 -0.23735 -0.734
C 2.05214 2.65423 -1.23912 -0.549
Se 2.35728 0.70389 -1.17573 -0.566
C 1.31351 3.30222 1.15184 -0.550
Se 0.46389 2.01064 2.38222 -0.393
H -0.32876 2.28953 -2.52691 0.475
H -0.38750 1.64102 -0.42647 0.193
H -1.16319 3.13776 0.01536 0.177
H 0.90107 4.82581 -1.90464 0.167
H 1.91244 5.24671 -0.51393 0.171
H -0.89659 5.21193 -0.51774 0.464
H 3.00261 3.14023 -1.00568 0.198
H 1.83471 2.89429 -2.28181 0.190
H 1.05313 4.27440 1.57020 0.213
H 2.39149 3.16743 1.24768 0.208
F 0.30970 -5.42011 0.37059 -0.342
C 0.86157 -4.26915 0.82665 0.392
C 1.83350 -3.65597 0.07182 -0.309
C 2.38192 -2.46345 0.54563 -0.174
C 1.97109 -1.91208 1.76303 -0.133
C 2.43320 -0.56921 2.14498 -0.434
C 0.97707 -2.57650 2.49076 -0.161
C 0.41773 -3.75784 2.03404 -0.311
H 2.13835 -4.08449 -0.87350 0.224
H 3.13219 -1.94228 -0.03648 0.240
H 3.37932 -0.23735 1.73329 0.215
H 2.23729 -0.25585 3.16337 0.209
H 0.62853 -2.13481 3.41662 0.216
H -0.35928 -4.27230 2.58315 0.219
N -3.52028 -0.94193 0.76844 -0.546
C -2.37681 -0.42193 1.31097 0.239
N -1.31251 -0.70680 0.63176 -0.509
C -1.76254 -1.44780 -0.45870 0.154
C -1.03986 -1.97854 -1.52520 -0.210
C -1.74572 -2.67950 -2.48235 -0.224
C -3.14014 -2.84835 -2.39339 -0.217
C -3.86851 -2.31549 -1.34625 -0.253
C -3.14437 -1.61203 -0.38701 0.084
H -4.44844 -0.81809 1.12564 0.412
H -2.38053 0.18020 2.20901 0.220
H 0.02864 -1.80936 -1.59114 0.253
H -1.21689 -3.10285 -3.32686 0.209
H -3.65548 -3.40385 -3.16701 0.204
H -4.94225 -2.43991 -1.28393 0.207

(2)
57
Properties=species:S:1:pos:R:3:nbo_charge:R:1 method="wB97M-V/def2-TZVPD" total_energy_ha=-8775.1528 gap_ev="4.58 / 7.09" max_force_ev_per_a=1.40 s_squared=8.820 multiplicity=6
Mn 0.34421 0.50802 0.16401 1.565
Cl 3.42063 -1.50340 -5.51788 0.022
C 3.14147 -1.08104 -3.86243 -0.052
C 1.94345 -0.45149 -3.53656 -0.252
C 1.69579 -0.10977 -2.22363 0.205
N 0.56464 0.58736 -1.73199 -0.698
C -0.10221 1.51240 -2.45737 0.638
O -0.17673 1.60736 -3.66663 -0.589
C -0.67805 2.61299 -1.58041 0.144
C -1.47543 3.60233 -2.11786 -0.194
C -1.84763 4.66433 -1.30921 -0.139
C -1.38939 4.71130 -0.00117 -0.243
C -0.60889 3.66786 0.46099 0.046
N -0.27742 2.63008 -0.30685 -0.530
C 2.64053 -0.39181 -1.22991 0.107
C 3.83127 -1.01279 -1.55621 -0.240
C 4.07768 -1.35746 -2.88146 -0.069
Cl 5.57836 -2.13635 -3.25930 0.021
N 2.21288 -0.01326 0.06464 -0.686
C 2.85724 -0.27930 1.21475 0.631
O 3.98071 -0.71964 1.38240 -0.606
C 1.96785 0.00982 2.41299 0.154
C 2.39041 -0.23181 3.70008 -0.202
C 1.50429 -0.00753 4.74270 -0.125
C 0.22543 0.44792 4.46051 -0.240
C -0.12629 0.66025 3.14267 0.078
N 0.73390 0.44878 2.14430 -0.526
H 1.21936 -0.23144 -4.30521 0.265
H -1.76257 3.52673 -3.15814 0.258
H -2.47426 5.45606 -1.69834 0.229
H -1.63315 5.53535 0.65469 0.232
H -0.23929 3.65410 1.48020 0.205
H 4.56561 -1.22173 -0.79462 0.267
H 3.39805 -0.59679 3.84313 0.261
H 1.80232 -0.19595 5.76631 0.231
H -0.49769 0.62580 5.24379 0.236
H -1.12084 0.98253 2.86180 0.221
Br -6.41343 -0.60853 -0.05491 0.062
C -4.55832 -0.32268 0.14654 -0.071
C -4.08928 0.98153 0.44587 -0.345
C -2.73597 1.14677 0.50431 0.060
N -1.81566 0.16768 0.35016 -0.651
C -2.29204 -1.12258 0.15087 0.177
C -3.68749 -1.34631 -0.00448 -0.254
C -1.34772 -2.17849 0.11590 0.108
C -1.71375 -3.54868 0.06816 -0.223
C -0.73180 -4.49094 0.04837 -0.059
Br -1.19320 -6.32238 0.00352 0.067
C 0.61997 -4.12640 0.07621 -0.328
C 0.89254 -2.77766 0.13082 0.081
N -0.03797 -1.81633 0.15192 -0.560
H -4.76101 1.81294 0.59509 0.231
H -2.35891 2.13669 0.69871 0.187
H -4.05549 -2.33070 -0.25116 0.228
H -2.74977 -3.85007 0.07607 0.220
H 1.41480 -4.85582 0.05561 0.236
H 1.92825 -2.45789 0.14763 0.205

(3)
82
Properties=species:S:1:pos:R:3:lowdin_charge:R:1 method="wB97M-V/def2-TZVPD" total_energy_ha=-6709.7428 gap_ev=7.52 max_force_ev_per_a=0.66 de_lowest_kj_mol=98.0 charge=+1
Mg 0.56499 -1.01008 -3.10338 0.600
N -0.17628 0.87992 -2.18923 0.001
C -1.59252 1.09281 -2.56269 -0.214
C -1.96471 0.16181 -3.71304 -0.188
N -1.58275 -1.20994 -3.31372 -0.114
C -1.91658 -2.26330 -4.28491 -0.188
C -1.14307 -3.52145 -3.91399 -0.219
N 0.29862 -3.19185 -3.89477 -0.007
H -0.07446 0.85365 -1.17910 0.052
H 0.42003 1.62207 -2.54031 0.096
H -1.80431 2.12509 -2.83824 0.124
H -2.21107 0.83696 -1.70109 0.080
H -1.38768 0.41794 -4.60606 0.115
H -3.02684 0.25074 -3.95213 0.129
H -2.02853 -1.41782 -2.42181 0.116
H -1.59247 -1.92205 -5.27140 0.134
H -2.98815 -2.46429 -4.33294 0.129
H -1.38543 -4.32775 -4.60639 0.120
H -1.43832 -3.83988 -2.91143 0.117
H 0.60776 -2.99141 -4.84567 0.088
H 0.84803 -3.98794 -3.59341 0.098
C -2.72403 1.00400 4.89892 -0.090
C -3.86215 1.61594 4.08042 -0.235
C -3.93493 1.11690 2.63357 -0.187
C -3.03597 1.84747 1.64359 -0.149
N -1.60810 1.72114 1.94128 -0.013
C -0.87070 0.60123 1.75212 -0.665
Se -1.40439 -0.90059 0.82495 0.727
N 0.34620 0.81879 2.31280 -0.010
C 1.45176 -0.13224 2.32243 -0.135
C 1.26786 -1.26130 3.33373 -0.200
C 1.16348 -0.77237 4.78215 -0.238
C 2.52818 -0.48419 5.40776 -0.094
C 0.38355 2.09306 2.87815 -0.158
C 1.37430 2.76497 3.57934 0.004
C 1.07607 4.04326 4.01935 -0.062
C -0.16762 4.62971 3.76396 -0.062
C -1.15703 3.95065 3.07260 0.002
C -0.85617 2.66685 2.64051 -0.167
H -2.77482 1.34193 5.93492 0.079
H -1.73719 1.27927 4.51818 0.048
H -2.79622 -0.08649 4.89721 0.081
H -3.78891 2.70865 4.09448 0.103
H -4.80437 1.36518 4.57121 0.108
H -4.95425 1.22719 2.25498 0.119
H -3.69733 0.05076 2.60004 0.084
H -3.25967 2.91328 1.63825 0.123
H -3.20309 1.45619 0.64155 0.093
H 2.35467 0.43433 2.54793 0.126
H 1.54377 -0.51902 1.30719 0.097
H 2.13339 -1.93014 3.24570 0.115
H 0.37062 -1.82671 3.06849 0.071
H 0.64470 -1.52827 5.37237 0.112
H 0.54214 0.12619 4.82103 0.093
H 3.10547 -1.40468 5.51490 0.078
H 2.42177 -0.03752 6.39614 0.079
H 3.11469 0.20563 4.79409 0.062
H 2.33400 2.31209 3.79174 0.107
H 1.81930 4.59970 4.57550 0.112
H -0.36191 5.63374 4.11843 0.112
H -2.11868 4.40641 2.88019 0.114
N 0.99430 -3.25176 0.50446 0.125
C 2.42491 -3.08094 0.13985 -0.047
C 2.43313 -2.00537 -0.96431 -0.597
O 3.45501 -1.52619 -1.37141 0.120
O 1.19729 -1.71387 -1.31892 -0.176
H 0.65158 -4.20318 0.43485 0.155
H 0.61524 -2.56628 -0.31607 0.064
H 0.73158 -2.85675 1.40427 0.067
H 2.83755 -3.99985 -0.26841 0.138
H 3.03530 -2.76937 0.98153 0.128
Br 4.15416 1.35528 -8.39706 0.725
C 3.14710 0.71035 -6.92501 -0.705
C 2.15473 1.50417 -6.37922 -0.143
C 1.42963 1.01835 -5.29531 -0.163
C 1.64925 -0.24079 -4.71468 -0.194
C 2.66777 -0.99457 -5.32443 -0.157
C 3.41515 -0.54417 -6.40882 -0.141
H 1.95481 2.48316 -6.79554 0.097
H 0.65230 1.67637 -4.90407 0.072
H 2.92179 -1.97979 -4.93394 0.083
H 4.19273 -1.15905 -6.84418 0.098